Entry from the OMol25 dataset: a 2-piece molecular cluster, C33H42F6P overall at a distorted geometry (ωB97M-V/def2-TZVPD).

## Properties
E_tot: -2222.95698 hartree
net charge: +1
gap between HOMO and LUMO: 3.15 eV
2S+1: 1
LUMO energy: -6.70 eV
maximum force: 2.49 eV Å⁻¹
energy above the lowest of the compared OMol25 structures with the same formula, charge and spin: 0.00 kcal/mol

XYZ file:
```
82
Properties=species:S:1:pos:R:3:lowdin_charge:R:1
C 4.01633 2.74486 0.67377 -0.1973
C 2.49355 2.92836 0.61741 -0.2026
C 1.69280 1.68847 1.03789 -0.2301
C 2.17471 1.14279 2.38705 -0.4665
P 1.30470 -0.40092 2.91713 1.0995
C -0.42936 0.19471 3.35037 -0.4596
C -1.15283 -0.93246 4.10605 -0.2328
C -2.58776 -0.60901 4.54931 -0.1983
C -2.75170 0.74837 5.25318 -0.1993
C -1.84711 1.87641 4.72748 -0.1944
C -0.44638 1.44792 4.25164 -0.2159
C 1.21119 -1.51233 1.40791 -0.4540
C 2.53501 -1.62536 0.62212 -0.2211
C 2.52317 -2.67036 -0.50788 -0.1942
C 1.89416 -4.03373 -0.16841 -0.1969
C 0.69737 -3.98206 0.79591 -0.1988
C 0.82212 -2.92140 1.89618 -0.2293
C 3.69997 0.93691 2.51028 -0.2181
C 4.52479 2.12752 1.99109 -0.1901
H 4.33875 2.12087 -0.17361 0.1074
H 4.50579 3.72001 0.53625 0.1107
H 2.20968 3.74872 1.28758 0.1169
H 2.18909 3.24213 -0.38942 0.0916
H 0.62146 1.94323 1.10748 0.1068
H 1.76273 0.92428 0.25105 0.0693
H 1.90054 1.88471 3.15802 0.0999
H -0.88032 0.40108 2.36231 0.0984
H -1.15973 -1.86569 3.53283 0.0778
H -0.55866 -1.13289 5.01045 0.1177
H -3.26207 -0.65790 3.68217 0.1039
H -2.91933 -1.40476 5.23062 0.1109
H -3.79951 1.06352 5.16558 0.1065
H -2.57151 0.61383 6.33016 0.1113
H -2.36231 2.39490 3.90768 0.1063
H -1.73142 2.62308 5.52426 0.1109
H 0.15583 1.21235 5.14256 0.1219
H 0.04110 2.30711 3.77058 0.0949
H 0.41588 -1.03331 0.80667 0.0900
H 2.86193 -0.65909 0.20688 0.0867
H 3.31452 -1.92230 1.34259 0.1167
H 2.01888 -2.24465 -1.38503 0.0963
H 3.55851 -2.84442 -0.82813 0.1114
H 1.57598 -4.52060 -1.09979 0.1060
H 2.66853 -4.68533 0.26375 0.1132
H -0.23087 -3.82654 0.22870 0.1040
H 0.58408 -4.96223 1.27819 0.1122
H 1.61788 -3.24748 2.58347 0.1187
H -0.10136 -2.90946 2.48608 0.0796
H 3.94701 0.77140 3.57073 0.1123
H 4.01661 0.02300 1.98888 0.0844
H 5.57248 1.81517 1.88069 0.1117
H 4.53766 2.90684 2.76671 0.1131
F -6.76533 -2.00553 -4.34372 0.1317
C -6.20139 -2.37005 -3.14558 -0.5060
F -7.12804 -2.11286 -2.17506 0.1284
F -6.04557 -3.72927 -3.17921 0.1412
C -4.90720 -1.64511 -2.90235 -0.0776
C -4.69560 -0.95626 -1.71159 0.0283
C -3.47520 -0.35168 -1.47064 0.0318
C -2.42718 -0.38681 -2.43190 -0.1802
C -1.16713 0.27226 -2.22549 0.1692
C -0.55994 1.04280 -3.25580 -0.1515
C -1.15701 1.25605 -4.55273 0.0438
C -0.41561 1.71788 -5.62859 0.0423
C 0.90536 2.10875 -5.41782 -0.0578
C 1.78396 2.51284 -6.56604 -0.5019
F 2.47384 3.66335 -6.26399 0.1328
F 2.72690 1.56192 -6.84724 0.1478
F 1.09883 2.74892 -7.72370 0.1384
C 1.45643 2.10824 -4.13803 0.0349
C 0.74028 1.60305 -3.07577 0.0504
C -2.68458 -1.11636 -3.63121 -0.0022
C -3.91574 -1.69719 -3.88065 0.0286
H -5.48790 -0.93057 -0.97230 0.1356
H -3.31860 0.17708 -0.52829 0.1325
H -0.66875 0.18139 -1.26609 0.1350
H -2.20733 1.00079 -4.72392 0.1288
H -0.85548 1.76438 -6.62151 0.1404
H 2.46120 2.49523 -4.00258 0.1438
H 1.19587 1.58366 -2.08425 0.1182
H -1.87773 -1.23881 -4.35764 0.1320
H -4.09392 -2.20635 -4.82173 0.1418
```